[1]
An isolated ion of composition C3H11N2 and charge +2 at a distorted geometry, computed with wB97M-V/def2-TZVPD.

Each line ends with the natural charge from an NBO analysis.
Cartesian coordinates (Å):
C  -1.226  -0.514  0.569  -0.20
C  0.001  0.225  1.099  -0.46
C  1.397  -0.127  0.428  -0.31
N  1.432  0.463  -0.880  -0.36
N  -1.483  -0.098  -0.914  -0.69
H  -2.162  -0.078  0.954  0.29
H  -1.129  -1.586  0.471  0.26
H  0.009  1.323  1.085  0.25
H  0.291  0.168  2.161  0.32
H  2.200  0.119  1.157  0.38
H  1.538  -1.214  0.422  0.27
H  1.525  1.481  -0.758  0.44
H  -0.535  0.217  -1.271  0.42
H  2.157  0.091  -1.513  0.46
H  -2.127  0.666  -1.147  0.47
H  -1.762  -0.906  -1.483  0.47

Output
HOMO (alpha / beta)	-0.8070 / -0.8173	Ha
energy above the lowest of the compared OMol25 structures with the same formula, charge and spin	1.786	eV
charge	+2
largest force on an atom	4.1	eV/A
LUMO level (alpha / beta)	-0.28175 / -0.51592	hartree
multiplicity	2
HOMO-LUMO gap (alpha / beta)	14.292 / 8.202	eV

[2]
A 2-piece molecular cluster, C4H12Cl2NPSi overall at a distorted geometry, computed with wB97M-V/def2-TZVPD.

Each line ends with the natural charge from an NBO analysis.
Cartesian coordinates (Å):
C  1.216  1.011  1.601  -0.46
C  -2.220  -0.405  0.922  -1.12
C  -0.744  1.317  -1.354  -1.13
C  -0.558  -1.700  -1.248  -1.14
N  0.723  -0.156  0.974  -0.95
Si  -0.618  -0.182  -0.155  1.77
P  2.738  -0.915  -0.381  0.80
Cl  3.921  -1.225  1.173  -0.25
Cl  3.302  0.934  -0.846  -0.26
H  2.104  0.612  2.168  0.20
H  1.459  1.633  0.725  0.18
H  0.426  1.564  2.110  0.22
H  -1.906  -0.535  1.964  0.24
H  -2.981  0.445  1.041  0.24
H  -2.669  -1.336  0.446  0.23
H  0.061  1.703  -1.925  0.24
H  -1.544  1.028  -2.001  0.23
H  -1.160  2.178  -0.919  0.23
H  -1.478  -2.074  -1.742  0.25
H  0.322  -1.414  -2.001  0.23
H  -0.392  -2.484  -0.550  0.24

Output
HOMO (alpha / beta)	-0.3074 / -0.3082	Ha
energy above the lowest of the compared OMol25 structures with the same formula, charge and spin	2.701	eV
largest force on an atom	3.5	eV/A
LUMO level (alpha / beta)	-0.03172 / -0.03192	hartree
HOMO-LUMO gap (alpha / beta)	7.501 / 7.519	eV

[3]
C15H8Cl5F3MnTe as an isolated structure, computed with wB97M-V/def2-TZVPD.

Each line ends with the natural charge from an NBO analysis.
Cartesian coordinates (Å):
Mn  -0.198  0.770  0.577  1.23
Cl  2.856  0.901  -1.802  0.05
C  2.983  0.581  -0.105  -0.05
C  1.827  0.597  0.656  -0.54
C  1.962  0.325  1.998  0.06
Cl  0.405  0.325  2.907  0.03
C  3.149  0.044  2.652  -0.15
Cl  3.200  -0.291  4.322  0.11
C  4.301  0.051  1.856  -0.06
Cl  5.811  -0.278  2.577  0.12
C  4.220  0.319  0.478  -0.09
Cl  5.640  0.318  -0.473  0.11
F  -2.788  0.988  -1.043  -0.32
C  -2.180  0.515  0.039  0.61
F  -3.097  0.149  0.917  -0.30
F  -1.514  -0.706  -0.383  -0.40
C  1.431  3.993  -0.296  -0.65
Te  -0.026  2.728  -1.204  0.80
C  -1.461  4.102  -0.414  -0.64
C  -0.669  5.369  -0.192  -0.10
C  -1.321  6.588  -0.035  -0.18
C  -0.592  7.742  0.187  -0.18
C  0.796  7.689  0.249  -0.18
C  1.451  6.481  0.087  -0.21
C  0.723  5.316  -0.132  0.01
H  2.280  4.041  -0.974  0.26
H  1.755  3.556  0.647  0.24
H  -1.892  3.701  0.502  0.24
H  -2.249  4.214  -1.156  0.26
H  -2.402  6.633  -0.091  0.23
H  -1.104  8.688  0.302  0.23
H  1.367  8.592  0.412  0.23
H  2.532  6.440  0.125  0.22

Output
HOMO (alpha / beta)	-0.4570 / -0.4575	Ha
energy above the lowest of the compared OMol25 structures with the same formula, charge and spin	0.398	eV
charge	+1
largest force on an atom	0.5	eV/A
LUMO level (alpha / beta)	-0.21486 / -0.15941	hartree
multiplicity	5
HOMO-LUMO gap (alpha / beta)	6.589 / 8.113	eV